(1)
ORCA calculation (the ωB97M-V functional and the def2-TZVPD basis) on C14H13ClN2OS in the gas phase at a distorted geometry.

HOMO-LUMO gap = 8.233 eV
largest force on an atom = 0.1329 hartree/bohr
HOMO = -8.08 eV
LUMO energy = 0.16 eV
relative energy (zero: lowest compared OMol25 entry of this formula, charge and spin) = 377.1 kJ/mol
structure (SMILES) = CC1=NCCc2cc(Cl)c(O)cc2N1c1ccsc1

Element x y z (Å)
1 C 0.417 1.722 -1.967
2 C -0.765 1.208 -1.111
3 N -1.898 1.122 -1.854
4 C -2.927 0.223 -1.284
5 C -2.379 -1.235 -1.304
6 C -1.240 -1.454 -0.282
7 C -1.017 -2.795 -0.010
8 C -0.081 -3.226 0.981
9 Cl 0.427 -4.964 1.010
10 C 0.789 -2.272 1.512
11 O 1.768 -2.554 2.547
12 C 0.638 -0.926 1.342
13 C -0.415 -0.476 0.403
14 N -0.603 0.855 0.213
15 C -1.219 1.538 1.293
16 C -1.498 2.926 1.099
17 C -1.793 3.563 2.186
18 S -1.645 2.598 3.640
19 C -1.374 1.188 2.615
20 H 0.536 2.882 -1.879
21 H 1.288 1.221 -1.606
22 H 0.204 1.428 -2.959
23 H -3.167 0.436 -0.262
24 H -3.806 0.305 -1.829
25 H -1.982 -1.462 -2.315
26 H -3.225 -2.010 -1.108
27 H -1.532 -3.605 -0.462
28 H 1.681 -3.529 2.696
29 H 1.245 -0.280 1.949
30 H -1.343 3.521 0.240
31 H -2.019 4.679 2.281
32 H -1.078 0.167 2.876



(2)
ORCA calculation (the ωB97M-V functional and the def2-TZVPD basis) on 2 unconnected molecules or ions with the total composition C14H13N at a distorted geometry.

HOMO-LUMO gap (spin up / spin down) = 7.295 / 7.233 eV
largest force on an atom = 0.0792 hartree/bohr
HOMO (spin up / spin down) = -7.76 / -8.04 eV
LUMO energy (spin up / spin down) = -0.47 / -0.80 eV
relative energy (zero: lowest compared OMol25 entry of this formula, charge and spin) = 214.8 kJ/mol

Element x y z (Å)
1 C 1.017 -1.960 0.981
2 C -3.288 0.001 -0.724
3 C -2.894 -1.293 -0.388
4 C -2.534 1.141 -0.295
5 C -1.652 -1.571 0.170
6 C -1.343 0.901 0.373
7 C -0.877 -0.485 0.630
8 C -0.588 2.040 0.909
9 C 0.599 1.793 1.479
10 C 1.097 -0.994 -1.943
11 C 1.739 -0.341 -0.972
12 C 1.064 0.410 1.952
13 C 0.507 -0.694 1.083
14 C 2.932 0.515 -1.139
15 N 1.609 -2.919 1.013
16 H -4.291 0.112 -1.079
17 H -3.633 -2.021 -0.637
18 H -2.749 2.100 -0.673
19 H -1.298 -2.591 0.392
20 H -1.027 3.040 0.746
21 H 1.389 2.578 1.491
22 H 1.405 -1.102 -3.011
23 H 0.305 -1.686 -1.701
24 H 2.138 0.450 1.944
25 H 0.846 0.268 3.048
26 H 2.962 0.548 -2.189
27 H 2.685 1.531 -0.744
28 H 3.879 0.231 -0.716



(3)
ORCA calculation (the ωB97M-V functional and the def2-TZVPD basis) on C14H13N5O3 in the gas phase at a distorted geometry.

HOMO-LUMO gap = 9.271 eV
largest force on an atom = 0.0265 hartree/bohr
HOMO = -9.05 eV
LUMO energy = 0.22 eV
structure (SMILES) = CCOC(=O)Cn1cnc2c(nnn2-c2ccccc2)c1=O

Element x y z (Å)
1 C 6.940 0.527 -0.584
2 C 5.679 -0.143 -1.092
3 O 4.840 -0.434 0.035
4 C 3.585 -0.750 -0.223
5 O 3.099 -0.867 -1.314
6 C 2.800 -0.981 1.076
7 N 1.425 -0.594 0.861
8 C 0.439 -1.510 0.758
9 N -0.802 -1.273 0.507
10 C -1.080 0.037 0.313
11 C -0.143 1.080 0.366
12 N -0.805 2.237 0.117
13 N -2.028 1.976 -0.073
14 N -2.256 0.649 0.032
15 C -3.538 0.113 -0.142
16 C -3.752 -1.257 -0.042
17 C -5.032 -1.753 -0.219
18 C -6.086 -0.897 -0.493
19 C -5.863 0.467 -0.591
20 C -4.592 0.979 -0.417
21 C 1.241 0.802 0.627
22 O 2.192 1.543 0.674
23 H 6.688 1.449 -0.067
24 H 7.593 0.755 -1.421
25 H 7.462 -0.129 0.107
26 H 5.903 -1.083 -1.610
27 H 5.126 0.506 -1.778
28 H 2.854 -2.036 1.350
29 H 3.241 -0.363 1.862
30 H 0.719 -2.543 0.913
31 H -2.925 -1.914 0.170
32 H -5.203 -2.816 -0.143
33 H -7.081 -1.293 -0.630
34 H -6.683 1.136 -0.805
35 H -4.394 2.037 -0.490



(4)
ORCA calculation (the ωB97M-V functional and the def2-TZVPD basis) on 2 unconnected molecules or ions with the total composition C14H13N6O7S at a distorted geometry.

HOMO-LUMO gap = 4.195 eV
largest force on an atom = 0.0639 hartree/bohr
HOMO = -4.56 eV
total charge = -1
LUMO energy = -0.37 eV

Element x y z (Å)
1 O 5.514 3.440 -2.628
2 N 4.279 3.589 -2.631
3 O 3.733 4.715 -2.680
4 C 3.387 2.450 -2.568
5 C 2.007 2.648 -2.548
6 C 1.127 1.542 -2.401
7 N -0.299 1.766 -2.461
8 O -0.718 2.928 -2.653
9 O -1.063 0.782 -2.343
10 C 1.603 0.227 -2.204
11 C 2.994 -0.004 -2.302
12 N 3.692 -1.180 -2.314
13 O 5.021 -0.753 -2.580
14 N 5.147 0.621 -2.679
15 C 3.890 1.087 -2.505
16 H 1.595 3.648 -2.644
17 H 0.950 -0.622 -2.016
18 C -3.584 -3.014 0.130
19 C -2.415 -3.478 0.953
20 N -1.494 -2.357 1.325
21 C -0.500 -2.010 0.369
22 O -0.407 -2.687 -0.673
23 C 0.292 -0.895 0.672
24 C 0.004 -0.058 1.761
25 O 0.549 1.042 1.972
26 N -1.003 -0.512 2.654
27 C -1.375 0.428 3.763
28 C -2.389 1.450 3.338
29 C -1.894 -1.520 2.349
30 S -3.387 -1.673 3.114
31 H -4.194 -3.885 -0.128
32 H -4.208 -2.306 0.692
33 H -3.229 -2.552 -0.799
34 H -2.761 -3.884 1.907
35 H -1.801 -4.191 0.401
36 H 1.073 -0.605 -0.002
37 H -1.786 -0.216 4.544
38 H -0.440 0.900 4.071
39 H -2.589 2.111 4.187
40 H -1.991 2.055 2.516
41 H -3.331 0.972 3.040